Entry 1:
# C19H20BrClF5N5O5PtS

C19H20BrClF5N5O5PtS as an isolated structure (wB97M-V/def2-TZVPD, the OMol25 dataset).

Computed properties:
ΔE to the lowest compared entry with this formula, charge and spin, eV: 0.000
HOMO, eV: -8.109
E, hartree: -5437.166195

The geometry in ORCA input format:
```
! wB97M-V def2-TZVPD RIJCOSX def2/J DEFGRID3
* xyz 0 1
Pt -0.631 0.392 -1.286
Br -3.767 5.934 -3.355
Cl 2.657 -3.691 3.996
S -2.531 -2.008 -1.812
F -4.654 -2.121 -0.271
F -0.721 4.058 2.190
F 0.642 3.807 0.515
F -4.644 -3.527 -1.916
F -5.048 -1.433 -2.285
O -1.673 1.079 2.112
O -1.883 -2.933 -0.905
O -2.282 -2.195 -3.206
O -2.453 -0.592 -1.340
O 0.322 2.117 1.852
N 2.436 -0.232 -0.130
N 3.161 1.955 -0.306
N 0.417 -1.300 -0.604
N 2.260 -2.530 0.154
N 1.087 1.394 -1.160
C 2.380 -1.060 3.478
C -1.030 2.853 -2.925
C -0.308 -1.320 2.799
C -2.886 4.351 -2.790
C -2.819 2.394 -1.414
C 1.744 -2.289 3.539
C -0.484 1.060 2.203
C -1.671 4.010 -3.354
C 1.448 -3.738 0.176
C -0.319 3.189 1.251
C 1.638 -1.379 -0.245
C -3.470 3.550 -1.823
C -1.581 2.019 -1.947
C 3.669 -2.780 -0.121
C -4.330 -2.282 -1.554
C 0.325 -0.085 2.693
C 2.163 1.052 -0.547
C 0.400 -2.429 3.228
C 1.663 0.046 3.049
H -4.426 3.823 -1.396
H -0.076 -3.396 3.306
H -3.292 1.766 -0.667
H 1.985 -4.498 0.742
H 4.095 -3.369 0.690
H -1.233 4.634 -4.121
H 0.497 -3.548 0.667
H 3.790 -3.332 -1.058
H 2.867 2.907 -0.156
H 1.074 2.359 -1.469
H 2.140 1.015 2.991
H 3.974 1.670 0.209
H -1.352 -1.396 2.523
H -0.090 2.589 -3.401
H -1.149 2.893 0.611
H 3.153 -0.315 0.571
H 3.420 -0.979 3.765
H -0.081 -2.183 -0.706
H 4.233 -1.856 -0.209
H 1.248 -4.119 -0.831
*
```



Entry 2:
# C19H20BrF3N4O4PtS2Si

C19H20BrF3N4O4PtS2Si as an isolated structure (wB97M-V/def2-TZVPD, the OMol25 dataset).

Computed properties:
ΔE to the lowest compared entry with this formula, charge and spin, eV: 0.024
HOMO, eV: -2.550
E, hartree: -5335.003839

The geometry in ORCA input format:
```
! wB97M-V def2-TZVPD RIJCOSX def2/J DEFGRID3
* xyz -2 1
Pt -0.444 -0.565 0.392
Br -6.629 -4.285 -2.338
S 3.991 0.050 -1.634
S 1.655 1.110 -3.567
Si -1.263 -1.429 2.359
F -0.209 2.248 0.264
F 0.910 1.469 1.926
F -1.234 1.679 2.059
O 4.850 -0.830 -0.879
O -0.648 -2.471 -0.540
O 4.310 0.240 -3.042
O -1.467 -4.498 -0.954
N 4.202 5.452 0.900
N -4.484 -0.873 -1.542
N 2.492 -0.350 -1.362
N 0.234 0.183 -1.634
C -5.203 -3.107 -1.868
C -0.616 0.824 -2.497
C -0.051 1.391 -3.579
C -2.958 -2.703 -1.209
C -3.960 -3.605 -1.544
C 4.462 4.034 -1.062
C -0.468 -0.810 3.977
C 4.179 4.177 0.291
C 4.432 2.778 -1.654
C -3.130 -1.227 2.661
C -0.949 -3.301 2.405
C -5.434 -1.743 -1.860
C -0.239 1.235 1.197
C 3.892 3.045 1.051
C 4.135 1.661 -0.893
C -1.570 -3.275 -0.868
C 1.495 0.229 -2.034
C -3.278 -1.349 -1.221
C 3.863 1.797 0.462
H -3.725 -4.661 -1.540
H -3.394 -0.168 2.724
H -1.667 0.852 -2.250
H -1.187 -3.716 3.391
H 4.683 4.912 -1.660
H 4.623 2.653 -2.711
H 3.953 6.185 0.251
H -3.430 -1.713 3.596
H -0.535 1.955 -4.358
H -0.795 -1.440 4.813
H 3.639 3.152 2.099
H -1.539 -3.832 1.655
H 3.587 5.493 1.700
H 0.101 -3.510 2.185
H -2.526 -0.619 -0.936
H -6.410 -1.345 -2.117
H -0.737 0.223 4.193
H -3.714 -1.667 1.848
H 0.620 -0.863 3.916
H 3.585 0.925 1.037
*
```



Entry 3:
# C19H20BrN3O9Rb

C19H20BrN3O9Rb as an isolated structure in a non-equilibrium geometry (wB97M-V/def2-TZVPD, the OMol25 dataset).

Computed properties:
ΔE to the lowest compared entry with this formula, charge and spin, eV: 1.044
HOMO, eV: -4.847
E, hartree: -4175.751789

The geometry in ORCA input format:
```
! wB97M-V def2-TZVPD RIJCOSX def2/J DEFGRID3
* xyz -1 1
Rb 0.528 0.632 -0.508
Br 3.908 -1.626 -0.002
O -0.988 -4.207 1.156
O 1.585 3.184 0.024
O 0.261 -2.659 0.122
O -2.346 2.181 2.399
O 2.851 1.745 -1.130
O -2.056 1.570 -3.978
O -1.636 1.130 -1.833
O -1.590 2.241 0.296
O 2.654 0.298 -3.437
N 0.764 2.735 -3.018
N -1.544 -0.710 1.000
N 2.058 -0.709 1.798
C 2.811 -2.917 2.298
C 2.155 2.810 -1.017
C 1.396 0.551 -4.027
C 1.106 2.031 -4.242
C 2.812 -1.747 1.544
C -0.737 -2.951 0.713
C 1.215 -0.798 2.834
C -1.876 -1.999 1.041
C 1.925 -2.991 3.351
C -0.630 3.100 -2.810
C 1.792 3.508 -2.322
C -3.154 -2.464 1.264
C -2.117 1.666 1.317
C -2.501 0.185 1.217
C 0.054 -1.948 4.731
C 1.080 -1.918 3.636
C -4.159 -1.514 1.456
C -1.544 1.869 -2.917
C -3.830 -0.178 1.449
H -3.371 -3.522 1.272
H -5.183 -1.830 1.612
H 0.279 2.137 -4.952
H 0.607 0.083 3.019
H 1.441 4.524 -2.116
H -0.384 -0.960 4.872
H -0.223 -4.731 0.866
H -1.597 1.674 -0.772
H 1.364 0.012 -4.977
H 0.576 0.152 -3.412
H -0.766 -2.633 4.499
H 0.478 -2.261 5.687
H -0.711 3.533 -1.811
H -4.558 0.599 1.631
H 3.469 -3.737 2.050
H -0.993 3.838 -3.544
H 1.888 -3.894 3.953
H 1.986 2.503 -4.695
H 2.679 3.564 -2.959
H 2.773 0.849 -2.623
*
```



Entry 4:
# C19H20Cl2N2O5S2

One molecule with the formula C19H20Cl2N2O5S2 in a non-equilibrium geometry (wB97M-V/def2-TZVPD, the OMol25 dataset).

Computed properties:
HOMO, eV: -8.353
SMILES: CN(C)S(=O)(=O)c1cc(NC(=O)COC(=O)CCSc2ccc(Cl)cc2)ccc1Cl
E, hartree: -2938.522068

The geometry in ORCA input format:
```
! wB97M-V def2-TZVPD RIJCOSX def2/J DEFGRID3
* xyz 0 1
Cl -3.662 -0.669 2.355
Cl -1.957 3.552 -0.930
S -3.279 0.341 -0.584
S 2.695 0.590 2.021
O 4.139 -1.205 -0.608
O -2.797 0.690 -1.886
O 4.491 0.817 -1.521
O 1.129 -1.376 -2.479
O -3.772 1.388 0.257
N -4.439 -0.871 -0.655
N 1.546 -1.533 -0.238
C -0.763 -0.744 -0.360
C -4.124 -1.852 -1.667
C 4.590 0.060 -0.595
C -1.965 -0.527 0.283
C 1.427 1.473 1.139
C 0.290 -1.334 0.332
C 5.186 0.414 0.746
C 1.890 -1.480 -1.551
C 0.515 2.500 -0.824
C -2.151 -0.919 1.599
C 0.109 -1.705 1.665
C -1.104 -1.511 2.294
C -5.811 -0.412 -0.659
C 1.558 1.854 -0.188
C 0.241 1.721 1.821
C -0.807 2.358 1.185
C -0.665 2.755 -0.138
C 3.407 -1.621 -1.756
C 4.262 1.385 1.484
H 5.332 -0.491 1.336
H 0.148 1.412 2.851
H 0.614 2.799 -1.854
H -6.458 -1.220 -0.316
H -4.273 -1.457 -2.678
H -1.731 2.549 1.706
H 4.746 1.732 2.396
H 6.145 0.907 0.579
H -0.660 -0.431 -1.387
H -1.246 -1.806 3.321
H 0.931 -2.140 2.214
H 3.695 -1.026 -2.628
H 2.300 -1.674 0.426
H -4.754 -2.729 -1.520
H 4.005 2.238 0.860
H -6.133 -0.083 -1.653
H 2.463 1.662 -0.743
H -5.876 0.425 0.032
H 3.651 -2.672 -1.931
H -3.079 -2.134 -1.554
*
```



Question: Look up the E of the first one.
Answer: -5437.166195 hartree